Here is a cluster of 19 separate species, C76H174N12O33 in total at a distorted geometry from OMol25. Energies are from ωB97M-V/def2-TZVPD.

Last column: Mulliken charge in e.
Cartesian coordinates (Å):
C  6.7947  -0.8654  -2.6822  -1.04
C  6.4599  0.4689  -1.9938  0.64
C  4.9834  0.6737  -1.7689  1.31
O  4.9412  1.2553  -0.4375  0.54
C  6.1477  1.0135  0.1508  -0.08
O  6.4070  1.2020  1.3201  -0.52
O  7.0284  0.5375  -0.7292  -0.44
H  7.8603  -1.0646  -2.8149  0.42
H  6.3233  -0.7622  -3.6533  0.12
H  6.3305  -1.7129  -2.1673  0.12
H  6.8170  1.2969  -2.6155  0.28
H  4.3093  -0.1969  -1.7850  -0.29
H  4.6091  1.4205  -2.4643  -1.25
C  1.3905  4.6041  -2.7406  1.46
C  1.7727  5.6110  -3.8268  1.71
C  0.8669  6.8226  -3.9065  -0.08
O  1.6649  7.9642  -3.8565  -0.35
C  2.9428  7.5983  -3.5636  0.50
O  3.8313  8.3726  -3.3591  -0.57
O  3.0740  6.2459  -3.5494  -0.36
H  0.4769  4.0737  -3.0119  -0.32
H  1.2963  5.1378  -1.7960  -0.32
H  2.1956  3.8745  -2.6031  -0.90
H  1.9025  5.0851  -4.7863  -1.15
H  0.1062  6.8650  -3.1206  0.18
H  0.2953  6.7901  -4.8385  0.28
C  -3.5052  -5.6082  4.7915  -0.90
C  -4.2447  -6.2975  3.5878  0.76
C  -3.3459  -6.3727  2.3832  0.84
O  -3.6650  -7.6331  1.8380  -0.42
C  -4.2058  -8.3731  2.8323  0.47
O  -4.3735  -9.5818  2.7447  -0.62
O  -4.4818  -7.6492  3.8863  -0.38
H  -4.0781  -5.7221  5.7026  0.44
H  -3.4815  -4.5535  4.4947  -0.16
H  -2.4920  -5.9971  4.9539  0.38
H  -5.1948  -5.8320  3.3034  0.21
H  -2.2904  -6.4296  2.6323  -0.12
H  -3.6725  -5.5791  1.7083  -0.55
C  4.4930  5.2406  -0.5996  -1.44
C  4.0630  4.8816  0.8216  2.49
C  5.1005  4.0605  1.5823  0.53
O  5.2809  4.7183  2.8046  -0.41
C  4.5886  5.8414  2.8506  0.51
O  4.5253  6.5858  3.7998  -0.63
O  3.9111  5.9992  1.6666  -0.42
H  5.4546  5.7603  -0.5887  0.57
H  3.7903  5.9455  -1.0490  -0.10
H  4.4265  4.3644  -1.2518  0.07
H  3.1186  4.3453  0.7950  -0.85
H  6.0947  3.9303  1.1112  0.13
H  4.7842  3.0705  1.9199  -0.47
C  3.5890  -6.4258  -2.1414  -1.19
C  3.0615  -7.3409  -3.2605  0.44
C  1.6280  -7.1390  -3.5733  0.61
O  1.5468  -7.2674  -4.9932  -0.39
C  2.8026  -7.0549  -5.4573  0.59
O  3.0320  -6.9761  -6.6475  -0.59
O  3.7320  -6.9238  -4.4658  -0.38
H  4.6937  -6.4412  -2.1990  0.49
H  3.4119  -6.6802  -1.0937  0.30
H  3.3368  -5.3788  -2.3270  0.07
H  3.2747  -8.4059  -3.1507  0.29
H  1.3685  -6.1155  -3.3175  -0.55
H  0.9745  -7.8897  -3.1380  0.31
C  -1.0385  -0.9565  0.3886  -0.02
C  0.4669  -0.7751  0.1050  1.78
C  0.7782  -0.8518  -1.3662  1.40
O  1.4224  0.3647  -1.6862  0.62
C  1.5009  1.1401  -0.5291  -0.60
O  2.0908  2.1860  -0.4696  -0.21
O  0.8659  0.5430  0.4716  -0.09
H  -1.6389  -0.2072  -0.1383  0.34
H  -1.2143  -0.8665  1.4725  -0.54
H  -1.3259  -1.9801  0.1805  -0.11
H  1.0605  -1.4716  0.7263  -1.15
H  -0.1490  -0.8416  -1.9724  -1.28
H  1.5563  -1.6026  -1.5749  -0.41
C  0.9005  6.9108  0.8970  -0.29
C  0.1956  8.2959  0.7173  0.57
C  0.9329  9.4525  1.4250  -0.31
O  1.1146  10.3791  0.4124  -0.36
C  0.7713  9.8313  -0.7815  0.64
O  0.9916  10.3521  -1.8665  -0.59
O  0.2184  8.6771  -0.6464  -0.31
H  0.3784  6.1131  0.3846  -0.73
H  0.9664  6.7320  1.9720  0.39
H  1.9326  6.9753  0.5339  0.45
H  -0.8812  8.2614  0.9284  -0.07
H  1.9310  9.0562  1.6262  0.24
H  0.4427  9.8397  2.3257  0.34
C  -0.6598  0.8135  5.4955  -1.43
C  -1.5023  1.2137  4.2642  -0.38
C  -0.5897  1.7664  3.1142  1.90
O  0.0162  2.9652  3.5800  -0.76
C  0.8857  3.5086  2.6076  0.10
N  -2.2593  0.1266  3.6768  0.26
H  -1.3062  0.5516  6.3441  0.08
H  -0.0958  1.7196  5.7080  0.55
H  0.1485  0.1198  5.2554  0.15
H  -2.1436  2.0377  4.5885  0.29
H  -1.0615  1.8401  2.1370  -0.15
H  0.2050  0.9963  3.0033  -0.63
H  0.2211  3.7685  1.7815  -0.10
H  1.6299  2.8273  2.2160  -0.18
H  1.3640  4.3796  3.0881  0.35
H  -2.7840  -0.3251  4.4307  0.37
H  -2.9567  0.4852  3.0378  -0.65
C  -8.3917  2.1479  1.3247  -1.42
C  -7.4221  3.3123  1.2883  1.30
C  -7.0938  3.5163  -0.2308  -0.91
O  -6.4997  2.3211  -0.7634  -0.12
C  -6.0746  2.4328  -2.1029  -0.77
N  -8.0094  4.5521  1.6500  -0.68
H  -9.2482  2.4237  0.6962  0.35
H  -8.6072  1.9097  2.3701  0.45
H  -7.9114  1.2292  0.9809  0.22
H  -6.4895  3.1042  1.8576  -0.26
H  -6.4000  4.3726  -0.3547  0.32
H  -7.9920  3.8604  -0.7418  0.31
H  -5.3412  3.2329  -2.1904  0.30
H  -6.9509  2.6575  -2.7029  0.52
H  -5.6983  1.4593  -2.4452  0.04
H  -7.2841  5.2859  1.6544  0.25
H  -8.5197  4.5541  2.5356  0.25
C  -4.0338  -4.7214  -5.5180  -1.47
C  -2.9490  -4.7407  -4.3935  0.25
C  -3.3679  -3.9045  -3.2235  -0.17
O  -3.6094  -2.5730  -3.5173  -0.33
C  -3.9249  -1.8224  -2.3589  -0.49
N  -2.5441  -6.0290  -3.8703  -0.30
H  -3.7792  -5.1931  -6.4653  0.40
H  -4.0681  -3.6393  -5.6678  0.24
H  -5.0291  -5.0507  -5.2108  0.33
H  -2.0569  -4.2517  -4.7947  -0.01
H  -2.6312  -3.9811  -2.4239  -0.22
H  -4.2691  -4.3676  -2.7730  0.50
H  -3.0459  -1.7885  -1.7097  0.28
H  -4.8019  -2.2598  -1.8695  0.64
H  -4.2368  -0.8360  -2.7141  -0.26
H  -3.3615  -6.5891  -3.6239  0.26
H  -1.9716  -6.4577  -4.5905  0.29
C  -2.5253  -2.6766  6.2753  -0.41
C  -3.5762  -2.2503  7.3103  0.23
C  -3.1686  -2.9280  8.6377  -0.95
O  -3.2213  -4.3557  8.4915  -0.21
C  -2.7118  -5.0049  9.6271  -0.81
N  -3.7005  -0.8251  7.4441  -0.57
H  -2.8607  -2.3789  5.2890  -0.65
H  -2.3578  -3.7501  6.2987  0.51
H  -1.5884  -2.1438  6.4520  0.44
H  -4.5728  -2.6419  7.0710  0.31
H  -3.9136  -2.6190  9.3765  0.44
H  -2.1674  -2.5478  8.9324  0.35
H  -3.3002  -4.6767  10.5009  0.31
H  -1.6667  -4.7268  9.8030  0.33
H  -2.7045  -6.0967  9.5792  0.24
H  -2.8452  -0.3909  7.7606  0.22
H  -4.3942  -0.5515  8.1366  0.29
C  4.5025  -1.5682  -6.0156  -1.71
C  3.0848  -1.3327  -5.4291  0.76
C  2.6012  -2.4828  -4.6046  -0.88
O  1.2804  -2.2169  -4.2547  -0.22
C  0.7184  -3.3539  -3.6155  -0.48
N  3.1332  -0.1680  -4.5055  1.30
H  5.1639  -1.8447  -5.1935  0.29
H  5.0251  -0.7736  -6.5516  0.33
H  4.3503  -2.4262  -6.6528  0.50
H  2.3358  -1.2040  -6.2196  0.32
H  3.2606  -2.5977  -3.7273  0.13
H  2.6984  -3.3845  -5.2125  0.37
H  -0.3066  -3.0708  -3.3543  -0.58
H  1.3876  -3.5984  -2.7926  0.26
H  0.6618  -4.2188  -4.2828  0.87
H  3.1794  0.6687  -5.0935  -0.86
H  2.2719  -0.1012  -3.9630  -0.48
C  -1.5623  0.6816  -3.9340  0.40
C  -2.8998  1.1485  -4.3369  1.77
C  -2.8141  2.5154  -5.0643  -1.53
O  -2.2293  3.4475  -4.2635  0.16
C  -2.2205  4.6979  -4.7944  -0.78
N  -3.6553  0.2856  -5.2345  -0.66
H  -1.0601  1.3062  -3.1797  0.22
H  -0.9398  0.7430  -4.8238  -0.46
H  -1.6191  -0.3462  -3.5816  -0.45
H  -3.5052  1.3270  -3.4486  -0.71
H  -3.8269  2.7534  -5.4046  0.35
H  -2.1700  2.3842  -5.9585  0.37
H  -3.2256  5.1422  -4.9176  0.37
H  -1.8061  4.7368  -5.8157  0.36
H  -1.7261  5.3078  -4.0391  -0.01
H  -3.1924  0.3078  -6.1386  0.36
H  -3.6623  -0.6890  -4.9493  0.21
C  -1.4019  -5.8163  -0.5460  -1.51
C  -0.1883  -5.1222  -0.0268  1.80
C  -0.4121  -4.7360  1.4181  -1.12
O  0.6753  -3.9386  1.6999  1.39
C  0.6442  -3.4453  3.0463  -1.10
N  1.0023  -5.8764  -0.4015  0.65
H  -1.4219  -6.0829  -1.6052  0.13
H  -2.2676  -5.2253  -0.2597  0.01
H  -1.4709  -6.7577  0.0078  0.78
H  -0.0591  -4.1237  -0.4747  -1.42
H  -0.6189  -5.4527  2.2114  0.27
H  -1.2963  -4.0874  1.3577  -0.06
H  -0.2091  -2.7813  3.1190  0.31
H  1.5731  -2.9014  3.2029  0.14
H  0.5722  -4.2693  3.7554  0.26
H  0.7471  -6.8572  -0.3224  0.30
H  1.8200  -5.5760  0.1216  -0.46
C  5.6864  -3.0060  0.9636  -1.87
C  4.4787  -3.8832  0.8820  1.75
C  4.4085  -4.8747  2.0231  -1.20
O  3.3114  -5.7597  1.7453  -0.04
C  2.9886  -6.6178  2.8488  -0.96
N  3.2638  -3.0560  0.6480  0.99
H  5.7671  -2.4086  0.0502  0.17
H  6.5839  -3.6251  0.9955  0.61
H  5.7618  -2.3672  1.8400  0.28
H  4.7349  -4.5319  0.0383  -0.47
H  4.3581  -4.5249  3.0668  0.35
H  5.3003  -5.5178  1.9416  0.43
H  2.0637  -7.1745  2.6480  0.24
H  2.7918  -6.0882  3.7980  0.32
H  3.8755  -7.2456  2.9636  0.33
H  3.3910  -2.1770  1.1520  -0.42
H  2.4562  -3.5401  1.0265  -0.52
C  -6.1043  -3.4656  1.1449  -1.95
C  -4.9126  -2.5986  1.3422  1.35
C  -5.2411  -1.1516  1.1416  -1.41
O  -4.0694  -0.4345  1.2729  1.11
C  -4.3059  0.9509  1.0642  -0.39
N  -4.2714  -2.8877  2.6581  0.17
H  -5.8575  -4.5201  1.2315  0.32
H  -6.4704  -3.2640  0.1424  0.44
H  -6.9117  -3.2949  1.8715  0.40
H  -4.1009  -2.8627  0.6617  -0.48
H  -5.9132  -0.8874  1.9521  0.45
H  -5.7064  -0.9961  0.1561  0.28
H  -3.3345  1.4364  1.1948  -0.66
H  -5.0635  1.3269  1.7548  0.56
H  -4.6740  1.1381  0.0668  -0.05
H  -4.9295  -2.5844  3.3991  0.32
H  -3.4986  -2.2009  2.7688  -0.34
C  -3.3787  4.3732  2.9537  -1.15
C  -2.5824  5.5147  2.2266  1.07
C  -2.5372  5.3274  0.7246  -0.93
O  -1.7450  4.1899  0.4367  0.69
C  -1.8911  3.7680  -0.9561  -0.59
N  -3.2216  6.7733  2.4771  -0.72
H  -3.2411  4.5420  4.0287  0.53
H  -2.9599  3.3732  2.8067  -0.21
H  -4.3899  4.4156  2.5537  0.31
H  -1.5560  5.4867  2.6128  0.10
H  -2.0910  6.1936  0.2336  0.13
H  -3.5535  5.1070  0.4057  0.12
H  -1.1535  2.9755  -1.0895  -0.32
H  -1.6404  4.5875  -1.6355  0.26
H  -2.8974  3.3720  -1.0622  0.15
H  -2.6683  7.5471  2.1196  0.25
H  -3.2951  6.9373  3.4803  0.34
C  3.4151  -0.2812  3.0719  0.94
C  3.8762  0.5222  4.3066  0.03
C  5.3464  0.2322  4.4985  -0.77
O  5.8292  0.7671  5.7219  -0.44
C  5.3241  0.0999  6.9242  -0.71
N  3.6460  1.9712  4.1175  -0.15
H  3.9666  -0.0056  2.1792  -0.75
H  2.3412  -0.1862  2.9011  -0.49
H  3.5131  -1.3425  3.3246  0.35
H  3.3617  0.0984  5.1805  0.22
H  5.9294  0.7160  3.7158  0.12
H  5.4896  -0.8552  4.5117  0.46
H  5.4654  -0.9748  6.7509  0.32
H  4.2673  0.2004  7.1765  0.23
H  6.0247  0.4031  7.6947  0.32
H  4.2489  2.5071  4.7382  0.34
H  2.6986  2.2036  4.4235  0.02
C  4.8364  3.7436  -4.4009  -1.12
C  4.9332  2.9284  -5.6638  1.36
C  3.7349  3.1404  -6.5453  -1.14
O  2.6538  2.5330  -5.9101  -0.13
C  1.3828  2.8195  -6.4851  -0.55
N  6.0077  3.3140  -6.4685  -0.71
H  5.7559  3.5927  -3.8314  0.62
H  3.9472  3.4290  -3.8404  -0.65
H  4.7504  4.8074  -4.6082  0.74
H  4.9480  1.8596  -5.3930  -0.40
H  3.9921  2.6734  -7.5060  0.53
H  3.5955  4.2107  -6.7678  0.31
H  1.0734  3.7896  -6.0903  0.17
H  0.7848  1.9672  -6.1928  0.01
H  1.4537  2.8460  -7.5775  0.37
H  6.8186  3.5990  -5.9262  0.33
H  6.2398  2.5153  -7.0599  0.30

Properties
M   1784.3 g mol⁻¹
Electronic energy   -6140.011364 hartree
HOMO-LUMO gap   9.397 eV
Total charge   0